(1)
The molecule C3H5ClFNO in a non-equilibrium geometry. Source: the OMol25 dataset; level of theory: wB97M-V/def2-TZVPD.

The calculation puts the orbital gap at 10.92 eV. For the LUMO energy, the calculation gives 0.9892 eV. The HOMO energy comes out at -9.9344 eV. As for the energy relative to the best compared isomer or geometry (same formula, charge and spin): 2.198 eV.

Last column: natural (NBO) charge in e.
Element x y z (Å)
C (-1.7799, 0.0520, -0.8522)  0.1423
C (-1.0201, -0.1223, 0.5724)  -0.0991
C (2.7402, 0.2260, 0.3803)  -0.1577
H (-1.2252, 0.9220, -1.3288)  0.2159
H (-0.8351, 0.7554, 1.2721)  0.2333
H (-1.3323, -1.0763, 0.9635)  0.2065
H (3.0354, -0.0316, -0.6428)  0.1797
H (3.4707, 0.4082, 1.1072)  0.1951
N (1.4959, 0.2499, 0.8521)  -0.1153
O (0.4595, -0.2153, 0.0276)  -0.4390
F (-3.2340, 0.3621, -0.7519)  -0.3733
Cl (-1.7752, -1.5301, -1.5995)  0.0115



(2)
C43H45Br33O4 as an isolated structure in a non-equilibrium geometry. Source: the OMol25 dataset; level of theory: wB97M-V/def2-TZVPD.

The calculation puts the orbital gap at 6.72 eV. For the LUMO energy, the calculation gives -1.5030 eV. The HOMO energy comes out at -8.2245 eV.

Last column: Löwdin charge in e.
Element x y z (Å)
C (-3.3014, 1.9825, 0.8627)  -0.1053
C (-2.1903, 0.8935, 1.4327)  -0.3626
C (-3.0145, -0.5576, 1.5437)  -0.1206
C (-0.9918, 0.6415, 0.3422)  -0.1773
C (0.3418, 1.6212, 0.5852)  -0.1360
C (1.4713, 1.0867, -0.4997)  -0.0221
C (1.6803, 1.8542, -1.9333)  -0.0656
C (0.8948, 3.1968, -2.4510)  -0.1701
C (-0.7415, 3.0994, -2.4277)  -0.1852
C (-1.3421, 4.6092, -2.8168)  -0.1609
C (-1.0211, 5.7484, -1.6767)  -0.2120
O (-0.5340, 5.2195, -0.3925)  -0.1656
C (-1.2055, 5.8394, 0.7603)  -0.1161
O (-2.5419, 5.7236, 0.9844)  -0.0677
C (2.8092, 1.2118, -2.9693)  -0.0534
C (3.7105, -0.1206, -2.6311)  0.0049
C (3.5304, -0.8651, -1.1762)  -0.0235
C (2.3973, -0.2491, -0.1113)  0.0262
C (2.2857, -1.0528, 1.3302)  -0.1834
O (2.1549, -0.4418, 2.5292)  -0.0522
C (2.3941, -2.7187, 1.2839)  0.0176
C (1.4824, -3.7314, 2.2078)  -0.0599
C (0.3721, -3.0377, 3.2009)  -0.1828
C (-0.7867, -4.0540, 3.7594)  -0.2005
C (-2.0696, -3.0929, 4.2352)  -0.1368
C (-3.6080, -3.3838, 3.7251)  -0.0259
C (-4.7829, -2.3789, 4.3026)  -0.1507
C (-4.3982, -1.1385, 5.3324)  -0.1468
C (-2.8288, -0.8342, 5.8067)  -0.2946
C (-1.6455, -1.8326, 5.2478)  -0.0826
C (1.7658, -5.3440, 2.0534)  -0.0886
C (2.9051, -5.9356, 0.9813)  -0.2211
C (3.8324, -4.9271, 0.0437)  0.0234
C (3.5470, -3.2978, 0.2194)  -0.0080
C (4.4136, -2.2032, -0.7009)  -0.1933
O (5.7111, -2.3491, -1.0041)  -0.0644
H (-3.7450, 1.5014, -0.1345)  0.0934
H (-2.7874, 3.0205, 0.6733)  0.0629
H (-4.2134, 2.0949, 1.5926)  0.0816
H (-1.8243, 1.1198, 2.5270)  0.1383
H (-2.3211, -1.3830, 2.0196)  0.0531
H (-3.9045, -0.3478, 2.2802)  0.0710
H (-3.4063, -0.9407, 0.5090)  0.0893
H (-0.6660, -0.5029, 0.4389)  0.1157
H (-1.4507, 0.7565, -0.7282)  0.1085
H (0.6786, 1.5457, 1.7036)  0.1143
H (0.1369, 2.7428, 0.3217)  0.0929
H (1.2115, 3.3878, -3.5840)  0.0955
H (1.3347, 4.1147, -1.8462)  0.1305
H (-1.1748, 2.2927, -3.1929)  0.1353
H (-1.2117, 2.8360, -1.3886)  0.0764
H (-0.8147, 4.8851, -3.8496)  0.1125
H (-2.5179, 4.5415, -2.9642)  0.1212
H (-0.1307, 6.4095, -2.1181)  0.1130
H (-1.9179, 6.5227, -1.5301)  0.0391
H (-0.5101, 6.4133, 1.5425)  0.1728
H (2.9770, 1.7519, -4.0105)  -0.1399
H (4.5054, -0.5034, -3.4354)  0.1093
H (-0.1567, -2.1838, 2.5577)  0.1143
H (0.9899, -2.4884, 4.0553)  0.1278
H (-0.3870, -4.5439, 4.7448)  0.0983
H (-1.1447, -4.8199, 2.9419)  0.1122
H (-3.8414, -4.2813, 2.9746)  0.1038
H (-5.9148, -2.4802, 4.0070)  -0.0450
H (-5.2556, -0.4305, 5.7592)  0.0037
H (-2.5644, 0.0696, 6.5142)  0.0149
H (-0.5233, -1.6897, 5.5515)  0.0882
H (1.1482, -6.1167, 2.7212)  -0.0192
H (3.0521, -7.1141, 0.9235)  0.0143
H (4.6676, -5.3215, -0.7091)  0.0842
C (-2.4739, -0.3916, 9.7781)  -1.5476
Br (-1.5537, -1.2692, 11.2502)  0.5469
Br (-2.0175, 1.4959, 9.6616)  0.5608
Br (-2.1815, -1.3126, 8.0898)  0.7953
H (-3.5463, -0.4486, 9.9919)  -0.0195
C (6.2981, -5.1822, -3.7557)  -1.5838
Br (6.5485, -4.5609, -5.5820)  0.5395
Br (4.9742, -6.6037, -3.6499)  0.5520
Br (7.9818, -5.6982, -2.9294)  0.5371
H (5.9059, -4.3366, -3.1813)  -0.0401
C (9.7750, -3.0551, 0.3556)  -1.5926
Br (10.0255, -2.4337, -1.4706)  0.5448
Br (8.4511, -4.4765, 0.4615)  0.5281
Br (11.4587, -3.5710, 1.1820)  0.5477
H (9.3828, -2.2094, 0.9301)  -0.0210
C (-3.6703, 8.6193, -3.2972)  -1.5662
Br (-3.1631, 8.7609, -1.4246)  0.6157
Br (-2.1592, 8.1330, -4.4217)  0.5628
Br (-5.1775, 7.4159, -3.5499)  0.5650
H (-3.9987, 9.6142, -3.6156)  -0.0219
C (3.0509, 3.5291, -7.2913)  -1.5623
Br (4.6090, 4.6435, -6.9528)  0.5995
Br (3.0958, 2.7430, -9.0702)  0.5753
Br (2.8114, 2.1807, -5.9099)  0.7280
H (2.1746, 4.1847, -7.2536)  -0.0821
C (-7.0067, 10.4456, -0.3261)  -1.6107
Br (-6.6327, 12.2085, -1.0584)  0.5434
Br (-7.3882, 10.5195, 1.5801)  0.5568
Br (-8.4160, 9.5365, -1.3116)  0.5431
H (-6.0962, 9.8494, -0.4470)  -0.0614
C (-1.0493, -8.3377, 4.2636)  -1.5545
Br (-1.5806, -8.4025, 2.3934)  0.5564
Br (0.8499, -7.9674, 4.4642)  0.6160
Br (-2.1413, -7.0923, 5.2836)  0.5889
H (-1.2266, -9.3344, 4.6811)  -0.0222
C (4.5448, -4.4999, -8.9198)  -1.6072
Br (6.4673, -4.2049, -8.9543)  0.5214
Br (3.5777, -2.9060, -8.3644)  0.5458
Br (3.8880, -5.1910, -10.6153)  0.5578
H (4.3530, -5.2696, -8.1649)  -0.0292
C (2.3853, 7.7615, -6.2289)  -1.5971
Br (2.7593, 9.5245, -6.9612)  0.5731
Br (2.0038, 7.8355, -4.3228)  0.5474
Br (0.9760, 6.8524, -7.2145)  0.5708
H (3.2958, 7.1654, -6.3499)  -0.0860
C (0.7004, -9.1897, -0.6900)  -1.5544
Br (1.0505, -7.5460, 0.2897)  0.7081
Br (0.7999, -8.9208, -2.6141)  0.5656
Br (1.8526, -10.6424, -0.1016)  0.5643
H (-0.3288, -9.4852, -0.4612)  -0.0402
C (-8.6944, 0.2956, 4.4779)  -1.5551
Br (-10.0670, -0.4764, 5.6198)  0.5599
Br (-8.3280, 2.1497, 4.9387)  0.5625
Br (-7.0742, -0.7807, 4.4645)  0.7762
H (-9.0891, 0.2920, 3.4565)  -0.0221



(3)
C5H14NO2 as an isolated structure in a non-equilibrium geometry. Source: the OMol25 dataset; level of theory: wB97M-V/def2-TZVPD.

The expectation value of S² is 0.755. The calculation puts the orbital gap (alpha / beta) at 6.97 / 4.39 eV. For the LUMO energy (alpha / beta), the calculation gives -1.2166 / -3.6726 eV. As for the spin multiplicity: 2. The HOMO energy (alpha / beta) comes out at -8.1880 / -8.0585 eV. As for the energy relative to the best compared isomer or geometry (same formula, charge and spin): 5.653 eV.

Last column: natural (NBO) charge in e.
Element x y z (Å)
C (-3.6872, 1.1107, 0.3733)  -0.6061
C (-2.5088, 0.1395, 0.4259)  -0.3289
N (-1.8250, 0.2659, -0.8351)  -0.1742
C (-0.2007, -1.7399, 0.0593)  -0.6781
C (0.0270, -0.4716, -0.6873)  -0.0547
C (1.2798, 0.3275, -0.2310)  -0.0554
O (2.3142, -0.4865, -0.4780)  -0.7496
H (-3.2548, 2.0970, 0.4717)  0.2195
H (-4.2988, 1.0352, -0.5163)  0.2320
H (-4.3206, 1.0362, 1.2603)  0.2321
H (-1.7946, 0.4788, 1.1888)  0.2055
H (-2.7475, -0.8662, 0.7334)  0.2475
H (0.2249, -0.7240, -1.7342)  0.2478
H (-0.3244, -1.5011, 1.1228)  0.2160
H (0.6987, -2.3584, 0.0247)  0.3093
H (-1.0186, -2.3911, -0.2561)  0.2324
H (-0.7571, 0.5893, -0.6546)  0.3438
H (1.0520, 0.6023, 0.8141)  0.1415
H (1.4946, 1.2538, -0.7817)  0.1844
H (3.2335, -0.0569, 0.1423)  0.4850
H (3.9834, 0.2932, 1.6941)  0.4327
O (3.9358, 0.6777, 0.8138)  -1.0826



Asked for calculated total energy across the records above, the calculation gives -21965.76592, -2364874.19382, -10989.27301 eV in order.
Asked for molar mass across the records above, the calculation gives 125.5, 3262.7, 120.2 g/mol in order.